# 1
A molecular structure, C30H41AsN4O2SeSi2Sn. Source: OMol25; level of theory: wB97M-V/def2-TZVPD.

Element x y z (Å)
Sn (-0.0723, 1.6615, -0.5538)
O (-4.8885, 0.4657, 2.0944)
C (-3.9883, 0.1953, 3.0559)
C (-4.4306, 0.1390, 4.3787)
C (-3.5496, -0.1140, 5.4124)
C (-2.2072, -0.3311, 5.1419)
C (-1.7597, -0.2868, 3.8359)
C (-2.6253, -0.0223, 2.7810)
C (-2.0645, 0.0534, 1.4094)
O (-0.8271, 0.0509, 1.2387)
N (-2.9904, 0.0336, 0.4505)
N (-2.4893, 0.1504, -0.7765)
C (-3.1429, -0.2203, -1.8107)
C (-2.4862, -0.0759, -3.0841)
C (-3.0285, -0.6115, -4.2614)
C (-2.3205, -0.4955, -5.4407)
C (-1.1049, 0.1749, -5.4342)
C (-0.6452, 0.6769, -4.2222)
N (-1.2994, 0.5413, -3.0920)
H (-4.3813, 0.3936, 1.2267)
H (-5.4833, 0.2910, 4.5704)
H (-3.9105, -0.1348, 6.4343)
H (-1.5091, -0.5225, 5.9457)
H (-0.7211, -0.4456, 3.5901)
H (-4.1254, -0.7047, -1.7636)
H (-3.9850, -1.1160, -4.2371)
H (-2.7155, -0.9166, -6.3594)
H (-0.5337, 0.2983, -6.3422)
H (0.2894, 1.2177, -4.1578)
C (3.2264, -0.8064, -0.0778)
Si (2.4550, 0.8371, -0.7673)
C (3.1528, 0.7465, -2.5777)
C (3.5801, 2.1445, 0.1232)
C (4.9255, 2.2784, -0.1953)
C (5.7223, 3.2337, 0.4122)
C (5.1690, 4.0703, 1.3650)
C (3.8326, 3.9368, 1.7010)
C (3.0270, 2.9785, 1.1019)
Si (1.1735, 2.7104, 1.5814)
C (1.4108, 1.5925, 3.1575)
C (0.5873, 4.3589, 2.4317)
H (4.3143, -0.7787, -0.0682)
H (2.9270, -1.6418, -0.7059)
H (2.8877, -1.0097, 0.9319)
H (4.1952, 0.4389, -2.6199)
H (3.0664, 1.7151, -3.0573)
H (2.5734, 0.0355, -3.1610)
H (5.3688, 1.6202, -0.9314)
H (6.7725, 3.3217, 0.1509)
H (5.7829, 4.8227, 1.8489)
H (3.4087, 4.5863, 2.4555)
H (2.1994, 1.9444, 3.8206)
H (1.6578, 0.5802, 2.8528)
H (0.4833, 1.5562, 3.7215)
H (1.1848, 4.6296, 3.2981)
H (-0.4384, 4.2297, 2.7698)
H (0.5991, 5.1893, 1.7330)
C (-3.0007, -3.2320, 0.2355)
C (-2.0810, -3.3102, -0.9714)
As (-0.5105, -2.0753, -0.8042)
C (0.3548, -2.7197, -2.4862)
C (0.7336, -4.1874, -2.5868)
C (0.4986, -3.1983, 0.4904)
C (0.3855, -2.6744, 1.9139)
H (-3.9073, -3.8274, 0.1015)
H (-3.2899, -2.1996, 0.4182)
H (-2.4869, -3.5893, 1.1276)
H (-2.6310, -3.0309, -1.8784)
H (-1.7362, -4.3442, -1.0986)
H (1.2489, -2.1061, -2.6310)
H (-0.3361, -2.4646, -3.3000)
H (1.4872, -4.4493, -1.8457)
H (1.1422, -4.4158, -3.5747)
H (-0.1297, -4.8347, -2.4373)
H (1.5473, -3.1786, 0.1902)
H (0.1604, -4.2402, 0.4372)
H (0.6950, -1.6316, 1.9370)
H (1.0087, -3.2547, 2.6011)
H (-0.6470, -2.7094, 2.2648)
Se (1.0132, 3.9624, -2.2230)
C (-0.4209, 4.0004, -3.2585)
N (-1.3464, 4.0466, -3.9490)

Calculated values
Largest force on an atom: 1.8 eV/Å
HOMO-LUMO gap: 5.150 eV
Charge: -2
LUMO energy: 4.48 eV
HOMO level: -0.67 eV
E: -6967.820242 a.u.
Relative energy (zero: lowest compared OMol25 entry of this formula, charge and spin): 0.185 eV

Results of the natural (NBO) charge analysis, in e, for atoms 1 through 6: number 1, Sn, carries 0.534; number 2, O, carries -0.724; number 3, C, carries 0.431; number 4, C, carries -0.325; number 5, C, carries -0.185; number 6, C, carries -0.286

***

# 2
A molecular structure, C30H41BCsO11P2. Source: OMol25; level of theory: wB97M-V/def2-TZVPD.

Element x y z (Å)
C (7.0263, 1.6288, 1.4506)
C (6.9539, 2.6267, 0.2400)
O (5.8154, 3.5136, 0.2422)
P (4.3414, 2.7335, 0.1511)
O (3.4078, 3.6616, -0.5611)
C (3.8069, 2.3556, 1.8836)
C (2.2413, 2.1928, 2.0710)
C (1.4892, 1.5589, 0.8618)
C (0.3605, 2.3416, 0.3049)
C (-0.4547, 1.8604, -0.7923)
C (-0.1337, 0.5344, -1.3828)
C (0.9647, -0.2704, -0.8786)
C (1.2435, -1.6674, -1.5262)
C (0.2372, -2.7791, -1.0062)
O (0.5785, -3.9269, -1.1581)
C (1.7672, 0.2635, 0.2559)
C (2.9067, -0.6541, 0.8007)
C (2.2464, -1.8844, 1.5865)
C (0.8531, -1.5178, 2.2647)
C (0.4933, -2.7332, 3.2416)
C (0.0437, -2.2061, 4.6708)
O (-1.3992, -2.3964, 4.7573)
C (-1.6355, -3.6165, 5.4388)
C (-1.0880, 0.0800, -2.5399)
O (-0.6943, -0.4513, -3.5472)
C (-2.5970, 0.4245, -2.2872)
C (-2.9181, 1.7434, -1.6893)
C (-4.2859, 2.1133, -1.4080)
C (-5.4153, 1.2003, -1.6930)
C (-6.8522, 1.6736, -1.3281)
O (-7.5601, 2.2225, -2.4386)
O (-8.8000, 2.6977, -2.0620)
C (-5.1166, -0.1234, -2.2741)
B (-6.3752, -1.0979, -2.5209)
C (-7.5408, -0.8735, -3.5844)
O (-6.4788, -2.2415, -1.6884)
C (-3.6983, -0.4822, -2.5707)
P (-3.4070, -2.1838, -3.3038)
O (-3.4821, -2.1125, -4.8073)
C (-1.6789, 2.6489, -1.3669)
O (-1.6778, 3.8417, -1.5170)
O (4.5217, 1.3892, -0.8072)
C (4.7994, 1.8074, -2.1835)
C (5.3854, 0.5754, -2.9824)
H (6.2510, 0.8225, 1.2725)
H (8.0064, 1.0939, 1.5318)
H (6.7815, 2.0927, 2.4408)
H (7.0894, 2.0384, -0.7018)
H (7.8624, 3.2917, 0.3204)
H (4.3435, 1.4799, 2.3426)
H (4.1182, 3.2415, 2.5107)
H (1.8304, 3.2303, 2.2180)
H (2.0630, 1.5908, 3.0018)
H (0.0687, 3.3360, 0.7318)
H (2.2656, -2.0612, -1.2958)
H (1.1208, -1.6428, -2.6416)
H (-0.7358, -2.4744, -0.5131)
H (3.6262, -0.1468, 1.4828)
H (3.4686, -1.0666, -0.0724)
H (2.9759, -2.1741, 2.3959)
H (2.0713, -2.7235, 0.8623)
H (0.0259, -1.4252, 1.5200)
H (0.9689, -0.5414, 2.8117)
H (1.3910, -3.4111, 3.3031)
H (-0.3468, -3.2993, 2.7678)
H (0.3276, -1.1389, 4.8399)
H (0.5972, -2.8330, 5.4300)
H (-2.7366, -3.9030, 5.3750)
H (-1.3801, -3.4241, 6.5554)
H (-0.9770, -4.4753, 5.0988)
H (-4.5336, 3.0912, -0.9403)
H (-6.7163, 2.5196, -0.5821)
H (-7.4576, 0.8879, -0.7853)
H (-8.8708, 2.7748, -1.0903)
H (-8.5103, -1.1996, -3.0992)
H (-7.6643, 0.1848, -3.9212)
H (-7.3946, -1.5919, -4.4425)
H (-5.6291, -2.3777, -1.2345)
H (-4.3872, -3.1189, -2.8256)
H (-2.1281, -2.5989, -2.8244)
H (3.9019, 2.2658, -2.6734)
H (5.6146, 2.5896, -2.1788)
H (6.4950, 0.4801, -2.9063)
H (5.1270, 0.7411, -4.0587)
H (4.8665, -0.3373, -2.5858)
Cs (-1.9841, -4.2582, 8.2437)

Calculated values
Largest force on an atom: 4.4 eV/Å
HOMO-LUMO gap: 6.729 eV
Charge: +1
LUMO energy: -3.98 eV
HOMO level: -10.71 eV
E: -2722.700849 a.u.

Results of the Mulliken charge analysis, in e, for atoms 1 through 6: number 1, C, carries -0.885; number 2, C, carries -0.070; number 3, O, carries -0.393; number 4, P, carries 0.792; number 5, O, carries -0.777; number 6, C, carries -0.940